Entry from the Open Molecules 2025 dataset: C9H19InNO as an isolated structure in a non-equilibrium geometry (wB97M-V/def2-TZVPD).

Computed properties:
gap between HOMO and LUMO = 4.726 eV
total charge = +3
relative energy (zero: lowest compared OMol25 entry of this formula, charge and spin) = 69.7 kcal/mol
total energy = -672.9914 Ha
highest occupied orbital energy = -22.642 eV

Structure (XYZ):
```
31
C9H19InNO, DFT wB97M-V/def2-TZVPD
In 18.20 4.92 11.87
C 16.56 0.94 13.26
C 17.21 2.38 13.57
C 17.55 2.45 15.07
C 18.90 1.91 15.49
C 20.03 2.37 14.54
C 19.75 2.04 13.07
N 18.47 2.62 12.77
O 18.21 2.79 11.41
C 20.91 2.61 12.19
C 19.69 0.62 12.78
C 16.13 3.45 13.26
H 15.49 1.12 13.13
H 16.57 0.29 14.14
H 16.96 0.42 12.40
H 17.58 3.49 15.40
H 16.70 2.13 15.68
H 18.69 0.84 15.51
H 19.14 2.40 16.43
H 20.92 1.77 14.73
H 20.28 3.40 14.78
H 20.59 2.62 11.15
H 21.11 3.64 12.48
H 21.75 1.93 12.27
H 20.57 0.07 13.10
H 18.79 0.08 13.10
H 19.75 0.39 11.72
H 15.20 3.28 13.79
H 15.84 3.38 12.21
H 16.46 4.48 13.41
H 18.19 1.85 11.21
```

Now the Mulliken charges, all in e: number 1, In, carries 0.935; number 2, C, carries -1.321; number 3, C, carries 1.261; number 4, C, carries -1.211; number 5, C, carries -0.582; number 6, C, carries -0.864; number 7, C, carries 0.401; number 8, N, carries 1.317; number 9, O, carries -0.279; number 10, C, carries -1.677; number 11, C, carries -1.537; number 12, C, carries -2.055; number 13, H, carries 0.430; number 14, H, carries 0.446; number 15, H, carries 0.393; number 16, H, carries 0.413; number 17, H, carries 0.550; number 18, H, carries 0.338; number 19, H, carries 0.454; number 20, H, carries 0.456; number 21, H, carries 0.383; number 22, H, carries 0.439; number 23, H, carries 0.418; number 24, H, carries 0.487; number 25, H, carries 0.462; number 26, H, carries 0.358; number 27, H, carries 0.595; number 28, H, carries 0.523; number 29, H, carries 0.651; number 30, H, carries 0.309; number 31, H, carries 0.506


Entry from the Open Molecules 2025 dataset: the molecule CH2Br3PS in a non-equilibrium geometry (wB97M-V/def2-TZVPD).

Computed properties:
gap between HOMO and LUMO = 9.060 eV
total charge = 0
relative energy (zero: lowest compared OMol25 entry of this formula, charge and spin) = 9.5 kcal/mol
SMILES string = S=P(Br)(Br)CBr
total energy = -8500.9241 Ha
highest occupied orbital energy = -9.798 eV

Structure (XYZ):
```
8
CH2Br3PS, DFT wB97M-V/def2-TZVPD
S -1.61 -2.51 -0.40
P 0.06 -2.07 0.46
Br 2.10 -2.76 -0.22
Br 0.03 -2.80 2.61
C 0.46 -0.29 0.53
Br 1.81 0.51 1.46
H 0.51 -0.07 -0.69
H -0.63 0.12 0.71
```

Now the Mulliken charges, all in e: number 1, S, carries -0.292; number 2, P, carries 0.534; number 3, Br, carries -0.142; number 4, Br, carries -0.144; number 5, C, carries -0.681; number 6, Br, carries 0.027; number 7, H, carries 0.345; number 8, H, carries 0.353


Entry from the Open Molecules 2025 dataset: a 4-piece molecular cluster, C39H48BF24NO6 overall (wB97M-V/def2-TZVPD).

Computed properties:
gap between HOMO and LUMO = 8.030 eV
total charge = 0
SMILES string = CCCCCCCCc1cc2c(c(B(C)O)c1CCCCCN)C(=O)C=CC2=O.FC(F)C(F)(F)COC(F)(F)C(F)F.FC(F)C(F)(F)COC(F)(F)C(F)F.FC(F)C(F)(F)COC(F)(F)C(F)F
total energy = -4442.8164 Ha
highest occupied orbital energy = -8.935 eV

Structure (XYZ):
```
119
C39H48BF24NO6, DFT wB97M-V/def2-TZVPD
C 7.43 -2.23 2.79
C 7.56 -1.19 3.90
C 7.08 0.19 3.46
C 6.60 1.05 4.62
C 5.27 0.62 5.25
C 4.32 -0.14 4.33
C 3.67 0.74 3.25
C 2.26 0.27 2.84
C 2.34 -0.90 1.89
C 2.55 -2.17 2.46
C 2.68 -3.30 1.66
C 2.61 -3.19 0.27
C 2.37 -1.95 -0.33
B 2.34 -1.85 -1.92
C 3.70 -1.80 -2.71
O 1.14 -1.75 -2.56
C 2.22 -0.80 0.49
C 1.89 0.52 -0.17
C 0.38 0.64 -0.43
C -0.48 0.65 0.82
C -1.98 0.70 0.51
C -2.78 0.05 1.64
N -2.72 -1.42 1.55
C 2.78 -4.41 -0.53
O 2.35 -4.52 -1.66
C 3.48 -5.53 0.12
C 3.52 -5.65 1.44
C 2.91 -4.61 2.30
O 2.61 -4.82 3.45
H 6.39 -2.44 2.58
H 7.94 -3.15 3.04
H 7.88 -1.84 1.88
H 7.05 -1.52 4.80
H 8.61 -1.10 4.16
H 6.33 0.11 2.67
H 7.92 0.70 2.99
H 7.38 0.99 5.39
H 6.57 2.09 4.33
H 5.44 0.02 6.14
H 4.74 1.51 5.58
H 4.81 -0.99 3.86
H 3.52 -0.55 4.95
H 4.28 0.69 2.35
H 3.64 1.77 3.60
H 1.73 1.11 2.41
H 1.69 -0.04 3.71
H 2.59 -2.28 3.53
H 4.37 -2.59 -2.40
H 3.54 -1.88 -3.78
H 4.22 -0.86 -2.52
H 1.30 -1.67 -3.50
H 2.19 1.36 0.44
H 2.41 0.60 -1.12
H 0.04 -0.19 -1.04
H 0.18 1.55 -0.98
H -0.25 1.52 1.44
H -0.31 -0.25 1.41
H -2.18 0.18 -0.42
H -2.32 1.73 0.44
H -2.33 0.37 2.58
H -3.81 0.39 1.62
H -3.62 -1.84 1.68
H -2.13 -1.80 2.28
H 3.93 -6.29 -0.49
H 3.98 -6.48 1.95
F 0.19 1.25 -4.54
C 0.34 1.31 -5.88
F 1.63 1.05 -6.18
C -0.01 2.70 -6.42
F 0.87 3.62 -5.96
F 0.16 2.61 -7.77
C -1.45 3.21 -6.22
O -1.69 4.09 -5.15
C -1.98 3.64 -3.89
F -2.18 2.32 -3.86
F -3.15 4.23 -3.52
C -0.93 4.08 -2.87
F 0.29 3.63 -3.22
F -1.26 3.55 -1.67
H -0.29 0.55 -6.35
H -1.66 3.81 -7.10
H -2.17 2.38 -6.23
H -0.90 5.17 -2.80
F -4.00 -4.72 3.45
C -4.61 -5.90 3.20
F -5.41 -6.18 4.26
C -3.60 -7.04 3.04
F -2.95 -7.25 4.20
F -4.36 -8.14 2.78
C -2.60 -6.94 1.88
O -1.30 -6.48 2.17
C -0.98 -5.15 2.15
F -1.98 -4.40 1.67
F 0.07 -5.00 1.32
C -0.51 -4.66 3.53
F -1.47 -4.86 4.46
F -0.27 -3.33 3.44
H -5.23 -5.81 2.31
H -2.45 -7.98 1.57
H -3.03 -6.42 1.02
H 0.40 -5.18 3.82
F -7.08 8.42 -4.63
C -6.18 7.71 -5.33
F -6.46 7.84 -6.65
C -6.25 6.22 -4.97
F -7.44 5.71 -5.36
F -5.28 5.63 -5.73
C -5.94 5.81 -3.52
O -7.04 5.57 -2.66
C -7.64 6.56 -1.94
F -6.95 7.72 -1.99
F -7.64 6.16 -0.64
C -9.11 6.75 -2.33
F -9.21 7.05 -3.63
F -9.62 7.76 -1.60
H -5.18 8.10 -5.14
H -5.46 4.84 -3.61
H -5.21 6.48 -3.07
H -9.67 5.83 -2.12
```

Atomic partial charges in e from the Mulliken method, atoms 1 to 99: number 1, C, carries -1.140; number 2, C, carries -0.434; number 3, C, carries -0.489; number 4, C, carries -0.856; number 5, C, carries -1.148; number 6, C, carries -0.127; number 7, C, carries -0.934; number 8, C, carries -1.324; number 9, C, carries 1.133; number 10, C, carries -1.329; number 11, C, carries 0.386; number 12, C, carries 0.075; number 13, C, carries 0.671; number 14, B, carries 1.060; number 15, C, carries -1.143; number 16, O, carries -0.728; number 17, C, carries 0.009; number 18, C, carries -1.803; number 19, C, carries 0.013; number 20, C, carries 0.027; number 21, C, carries -0.627; number 22, C, carries -0.905; number 23, N, carries -0.384; number 24, C, carries 0.198; number 25, O, carries -0.599; number 26, C, carries -0.745; number 27, C, carries -0.901; number 28, C, carries 0.792; number 29, O, carries -0.707; number 30, H, carries 0.085; number 31, H, carries 0.421; number 32, H, carries 0.299; number 33, H, carries 0.303; number 34, H, carries 0.460; number 35, H, carries 0.135; number 36, H, carries 0.505; number 37, H, carries 0.376; number 38, H, carries 0.343; number 39, H, carries 0.394; number 40, H, carries 0.486; number 41, H, carries -0.124; number 42, H, carries 0.556; number 43, H, carries 0.305; number 44, H, carries 0.550; number 45, H, carries 0.123; number 46, H, carries 0.548; number 47, H, carries 0.825; number 48, H, carries 0.262; number 49, H, carries 0.404; number 50, H, carries 0.316; number 51, H, carries 0.199; number 52, H, carries 0.656; number 53, H, carries 0.433; number 54, H, carries 0.475; number 55, H, carries -0.257; number 56, H, carries 0.198; number 57, H, carries -0.099; number 58, H, carries 0.409; number 59, H, carries 0.293; number 60, H, carries 0.286; number 61, H, carries 0.511; number 62, H, carries 0.236; number 63, H, carries 0.065; number 64, H, carries 0.471; number 65, H, carries 0.507; number 66, F, carries -0.174; number 67, C, carries 0.053; number 68, F, carries -0.276; number 69, C, carries 0.882; number 70, F, carries -0.267; number 71, F, carries -0.334; number 72, C, carries -0.712; number 73, O, carries -0.358; number 74, C, carries 0.574; number 75, F, carries -0.260; number 76, F, carries -0.219; number 77, C, carries 0.240; number 78, F, carries -0.222; number 79, F, carries -0.196; number 80, H, carries 0.272; number 81, H, carries 0.408; number 82, H, carries 0.317; number 83, H, carries 0.246; number 84, F, carries -0.193; number 85, C, carries 0.077; number 86, F, carries -0.280; number 87, C, carries 0.882; number 88, F, carries -0.273; number 89, F, carries -0.332; number 90, C, carries -0.723; number 91, O, carries -0.358; number 92, C, carries 0.496; number 93, F, carries -0.250; number 94, F, carries -0.099; number 95, C, carries 0.300; number 96, F, carries -0.251; number 97, F, carries -0.199; number 98, H, carries 0.287; number 99, H, carries 0.389


Entry from the Open Molecules 2025 dataset: a 2-piece molecular cluster, C3H6N2 overall in a non-equilibrium geometry (wB97M-V/def2-TZVPD).

Computed properties:
gap between HOMO and LUMO = 9.153 eV
total charge = 0
relative energy (zero: lowest compared OMol25 entry of this formula, charge and spin) = 141.5 kcal/mol
total energy = -227.1993 Ha
highest occupied orbital energy = -8.429 eV

Structure (XYZ):
```
11
C3H6N2, DFT wB97M-V/def2-TZVPD
C 0.77 -0.14 0.17
C 1.83 0.06 0.92
C -0.24 -0.73 -0.56
N -0.23 0.66 -0.33
N -1.45 1.18 0.33
H 2.06 1.03 1.47
H 2.75 -0.61 1.09
H 0.11 -1.08 -2.08
H -1.02 -1.27 -0.24
H -2.17 1.15 -0.40
H -1.17 2.24 0.48
```

Now the Mulliken charges, all in e: number 1, C, carries 0.292; number 2, C, carries -0.712; number 3, C, carries -0.384; number 4, N, carries -0.090; number 5, N, carries -0.601; number 6, H, carries 0.214; number 7, H, carries 0.214; number 8, H, carries 0.136; number 9, H, carries 0.377; number 10, H, carries 0.279; number 11, H, carries 0.276


Entry from the Open Molecules 2025 dataset: C11H25ClI2N3OP2W as an isolated structure in a non-equilibrium geometry (wB97M-V/def2-TZVPD).

Computed properties:
gap between HOMO and LUMO (alpha / beta) = 5.580 / 5.932 eV
spin multiplicity = 3
total charge = +3
relative energy (zero: lowest compared OMol25 entry of this formula, charge and spin) = 0.0 kcal/mol
total energy = -2478.0427 Ha
highest occupied orbital energy (alpha / beta) = -18.787 / -18.706 eV

Structure (XYZ):
```
46
C11H25ClI2N3OP2W, DFT wB97M-V/def2-TZVPD
I 0.38 -0.95 -4.59
I -0.08 2.75 -2.48
W -0.13 1.33 -0.27
P -2.52 1.31 -0.23
C -3.24 1.06 -1.88
C -3.34 0.10 0.84
H -4.36 0.40 1.11
H -4.27 2.92 0.23
H -2.77 -0.05 1.75
H -2.86 3.08 1.38
H -3.01 0.06 -2.29
H -3.42 -0.88 0.34
C -3.17 2.92 0.34
H -4.35 1.19 -1.85
H -2.74 3.70 -0.28
H -2.84 1.81 -2.56
P 2.40 1.36 -0.15
C 3.12 1.05 -1.79
C 3.02 2.95 0.39
H 2.61 0.18 1.92
H 4.18 0.42 1.05
H 3.01 -0.88 0.54
C 3.11 0.14 0.95
H 2.68 3.11 1.43
H 4.12 2.87 0.32
H 4.23 1.07 -1.63
H 2.83 1.85 -2.48
H 2.62 3.73 -0.27
H 2.79 0.08 -2.24
Cl -0.11 2.27 1.86
C 0.17 -4.06 2.66
N 0.18 -3.08 1.59
C 0.56 -3.54 0.37
C 0.45 -2.73 -0.71
C 0.05 -1.41 -0.45
N -0.12 -0.83 0.70
C -0.15 -1.73 1.83
O -0.51 -1.31 2.93
N -0.17 -0.46 -1.49
H -0.18 -3.57 3.56
H 1.17 -4.47 2.83
H -0.52 -4.90 2.44
H 0.90 -4.61 0.32
H 0.70 -2.98 -1.74
H 0.55 -0.57 -2.24
H -0.98 -0.69 -2.07
```

Now the Mulliken charges, all in e: number 1, I, carries 0.220; number 2, I, carries 0.074; number 3, W, carries 1.382; number 4, P, carries 0.949; number 5, C, carries -1.200; number 6, C, carries -1.249; number 7, H, carries 0.461; number 8, H, carries 0.467; number 9, H, carries 0.340; number 10, H, carries 0.425; number 11, H, carries 0.363; number 12, H, carries 0.378; number 13, C, carries -1.171; number 14, H, carries 0.425; number 15, H, carries 0.358; number 16, H, carries 0.370; number 17, P, carries 0.781; number 18, C, carries -1.027; number 19, C, carries -1.107; number 20, H, carries 0.351; number 21, H, carries 0.499; number 22, H, carries 0.333; number 23, C, carries -1.254; number 24, H, carries 0.420; number 25, H, carries 0.470; number 26, H, carries 0.439; number 27, H, carries 0.367; number 28, H, carries 0.350; number 29, H, carries 0.233; number 30, Cl, carries -0.175; number 31, C, carries -1.049; number 32, N, carries -0.019; number 33, C, carries -0.163; number 34, C, carries -0.926; number 35, C, carries 0.348; number 36, N, carries -0.191; number 37, C, carries 0.114; number 38, O, carries -0.574; number 39, N, carries -0.293; number 40, H, carries 0.370; number 41, H, carries 0.389; number 42, H, carries 0.382; number 43, H, carries 0.506; number 44, H, carries 0.496; number 45, H, carries -0.198; number 46, H, carries 0.535